(1)
{
  "formula": "C24H32As2N3O11Zr",
  "method": "the ωB97M-V functional and the def2-TZVPD basis",
  "relative_energy_kcal_mol": 16.6,
  "charge": 1,
  "lumo_energy_ev": -4.282,
  "e_homo_ev": -10.724,
  "symbols": ["Zr", "N", "C", "C", "O", "N", "C", "C", "O", "O", "H", "H", "H", "H", "H", "H", "C", "C", "C", "C", "C", "C", "N", "H", "H", "H", "H", "H", "H", "H", "H", "C", "O", "C", "O", "C", "C", "As", "C", "C", "C", "As", "C", "C", "O", "O", "C", "C", "O", "O", "C", "C", "O", "O", "C", "H", "H", "H", "H", "H", "H", "H", "H", "H", "H", "H", "H", "H", "H", "H", "H", "H", "H"],
  "coordinates": [[-0.47790, -0.43969, 0.40852], [-2.67542, 0.37307, 0.12186], [-2.70727, 1.85624, 0.25955], [-1.32623, 2.46920, 0.08590], [-1.16094, 3.65962, 0.20292], [-0.36320, 1.54538, -0.20778], [0.97135, 2.04995, -0.50422], [1.77706, 0.85652, -0.97484], [2.73813, 0.87849, -1.67394], [1.23687, -0.29986, -0.48144], [-3.00196, 0.08170, -0.80100], [-3.34263, -0.05083, 0.76294], [-3.07798, 2.12416, 1.24662], [-3.37081, 2.30800, -0.47639], [1.46054, 2.47610, 0.37845], [0.95967, 2.82914, -1.26539], [2.68882, -0.29095, 2.16739], [1.40558, 0.10945, 2.82188], [1.24414, 0.83336, 3.96390], [-0.15029, 0.91209, 4.24482], [-0.80605, 0.22836, 3.27088], [-2.26072, -0.13394, 3.22401], [0.13735, -0.27361, 2.34970], [3.48358, -0.26306, 2.91111], [2.98795, 0.37615, 1.35742], [2.64150, -1.30214, 1.76192], [2.04701, 1.24783, 4.55310], [-0.61472, 1.37818, 5.10021], [-2.59366, -0.46723, 4.20672], [-2.45182, -0.98176, 2.55961], [-2.91047, 0.69521, 2.93459], [0.91188, -2.78023, 5.50826], [-0.01163, -2.81685, 4.40094], [0.36019, -3.56051, 3.37816], [1.41056, -4.14956, 3.27255], [-0.58783, -3.52169, 2.21371], [-1.91194, -3.60755, 2.32609], [-3.27615, -3.21304, 0.99285], [-3.85611, -5.03519, 0.57120], [-2.14659, -2.91740, -0.58577], [-0.81169, -2.98248, -0.71645], [0.58297, -3.49170, 0.62902], [0.57220, -5.41068, 0.27661], [-0.16522, -2.57365, -2.00832], [0.65570, -3.21068, -2.59275], [-0.58745, -1.33148, -2.34670], [0.09438, -0.74662, -3.48772], [-2.99911, -2.53344, -1.76980], [-3.74664, -1.58354, -1.76057], [-2.84507, -3.37664, -2.77162], [-3.61976, -3.09107, -3.96052], [-2.51151, -3.96382, 3.66306], [-2.05284, -4.78830, 4.40118], [-3.65831, -3.30590, 3.86805], [-4.33662, -3.62634, 5.10119], [0.49502, -2.06438, 6.20795], [1.89009, -2.45476, 5.16145], [0.98787, -3.76793, 5.95751], [-4.35654, -5.42626, 1.45603], [-3.01027, -5.66634, 0.31204], [-4.57253, -5.00452, -0.24751], [-0.44378, -5.79392, 0.31326], [1.17875, -5.85251, 1.06474], [1.02170, -5.58823, -0.69773], [1.16084, -0.68608, -3.28129], [-0.33756, 0.24103, -3.61151], [-0.07813, -1.36219, -4.36658], [-3.33923, -2.11839, -4.35834], [-4.68033, -3.09538, -3.72171], [-3.37433, -3.88178, -4.65970], [-5.24124, -3.02831, 5.09979], [-3.70331, -3.37196, 5.94794], [-4.57109, -4.68776, 5.13304]],
  "forces_ev_per_angstrom": [[-0.1, 0.1, -0.5], [0.2, -0.1, 0.0], [0.0, 0.0, 0.0], [-0.2, 0.1, 0.1], [0.1, 0.0, -0.1], [0.1, -0.1, 0.2], [0.0, 0.0, 0.0], [0.0, 0.1, -0.1], [0.0, -0.1, 0.0], [0.3, 0.0, -0.1], [0.0, 0.0, 0.0], [-0.1, 0.0, 0.0], [0.0, 0.0, 0.0], [0.0, 0.0, 0.0], [0.0, 0.0, 0.0], [0.0, 0.0, 0.0], [0.0, 0.0, 0.0], [0.0, 0.0, 0.0], [0.0, 0.0, 0.0], [0.0, 0.0, 0.0], [0.0, -0.1, 0.0], [0.0, 0.0, 0.0], [0.0, 0.0, 0.3], [0.0, 0.0, 0.0], [0.0, 0.0, 0.0], [0.0, 0.0, 0.0], [0.0, 0.0, 0.0], [0.0, 0.0, 0.0], [0.0, 0.0, 0.0], [0.0, 0.0, 0.0], [0.0, 0.0, 0.0], [0.0, 0.0, 0.0], [0.0, 0.0, 0.0], [0.0, -0.1, 0.0], [0.0, 0.0, 0.0], [0.0, 0.1, -0.1], [0.1, 0.0, 0.1], [-0.1, 0.0, 0.1], [0.0, 0.0, 0.0], [0.0, -0.1, 0.0], [0.1, 0.1, 0.3], [-0.2, 0.1, 0.0], [0.1, 0.0, 0.0], [0.0, 0.0, 0.0], [0.0, 0.0, 0.0], [0.0, -0.1, 0.0], [0.0, 0.0, 0.0], [0.0, 0.0, 0.0], [0.0, 0.0, 0.0], [0.0, 0.0, 0.0], [0.0, 0.0, 0.0], [0.0, 0.0, 0.0], [0.0, 0.0, 0.0], [0.0, 0.0, 0.0], [0.0, 0.0, 0.0], [0.0, 0.0, 0.0], [0.0, 0.0, 0.0], [0.0, 0.0, 0.0], [0.0, 0.0, 0.0], [0.0, 0.0, 0.0], [0.0, 0.0, 0.0], [0.0, 0.0, 0.0], [0.0, 0.0, 0.0], [0.0, 0.0, 0.0], [0.0, 0.0, 0.0], [0.0, 0.0, 0.0], [0.0, 0.0, 0.0], [0.0, 0.0, 0.0], [0.0, 0.0, 0.0], [0.0, 0.0, 0.0], [0.0, 0.0, 0.0], [0.0, 0.0, 0.0], [0.0, 0.0, 0.0]]
}

=====

(2)
{
  "formula": "C12H17N2O13S3",
  "method": "the ωB97M-V functional and the def2-TZVPD basis",
  "charge": 1,
  "lumo_energy_ev": -4.480,
  "e_homo_ev": -13.243,
  "symbols": ["N", "C", "O", "C", "C", "C", "C", "N", "C", "H", "H", "H", "H", "H", "C", "C", "O", "S", "O", "O", "O", "H", "H", "H", "H", "C", "C", "O", "S", "O", "O", "O", "H", "H", "H", "H", "C", "C", "O", "S", "O", "O", "O", "H", "H", "H", "H"],
  "coordinates": [[4.28773, 0.35352, 1.25819], [3.82557, 0.32944, 0.20371], [3.05489, 0.34655, -0.94861], [1.66953, 0.42635, -0.57299], [1.00184, -0.85505, -0.25818], [-0.42065, -0.77594, 0.14697], [-1.04587, 0.54834, 0.21146], [-0.37923, 1.71270, -0.10661], [0.95720, 1.70287, -0.50723], [1.55546, -1.84212, -0.33137], [-0.97786, -1.71200, 0.39411], [-2.10155, 0.66990, 0.54077], [-0.82953, 2.63490, -0.05855], [1.52004, 2.63261, -0.77147], [3.53979, 3.00519, 5.35586], [3.34800, 1.51089, 5.17660], [1.95921, 1.27268, 5.39684], [1.13842, 2.55730, 4.89020], [0.71377, 2.27067, 3.56139], [0.27030, 2.98975, 5.92653], [2.37238, 3.58413, 4.77561], [3.58115, 3.27656, 6.41352], [4.43334, 3.37378, 4.85469], [3.95282, 0.93073, 5.87095], [3.57509, 1.20379, 4.15181], [1.52358, -4.69842, -4.51261], [2.57422, -3.62349, -4.31177], [2.27988, -3.06022, -3.02851], [1.66782, -4.21172, -2.07396], [2.71711, -4.72042, -1.26094], [0.43579, -3.73631, -1.53289], [1.34717, -5.29390, -3.22303], [0.56862, -4.26660, -4.82198], [1.83353, -5.44772, -5.23897], [2.54060, -2.85859, -5.08522], [3.57806, -4.05343, -4.27011], [-6.58224, 1.18765, -2.11422], [-6.33031, 1.77284, -0.73846], [-5.12470, 1.14263, -0.28923], [-4.17917, 0.84496, -1.56137], [-3.21746, 1.89757, -1.65912], [-3.80808, -0.52847, -1.53297], [-5.28482, 1.06302, -2.70969], [-7.02308, 0.19039, -2.04670], [-7.22154, 1.82482, -2.72275], [-7.14755, 1.57859, -0.04677], [-6.14928, 2.84926, -0.79290]],
  "forces_ev_per_angstrom": [[0.2, -0.1, -0.4], [-2.0, 0.2, -1.8], [0.3, 0.5, 2.6], [-2.2, -0.6, 0.8], [-1.5, 2.2, 0.2], [1.9, 2.0, -0.8], [0.8, -1.2, 0.0], [2.0, -1.7, -0.5], [0.9, -2.5, 0.1], [-0.8, 1.5, 0.2], [0.4, 1.2, -0.3], [1.1, -0.1, -0.4], [-0.1, -0.7, 0.0], [-1.0, -0.8, 0.4], [0.3, -0.2, 0.6], [0.8, -0.2, -0.6], [-0.4, 0.7, 0.4], [0.8, -0.1, 0.3], [-0.6, 0.3, -0.1], [-0.1, -0.3, -0.6], [-0.5, -0.3, -0.2], [0.0, 0.0, 0.0], [-0.2, 0.1, -0.1], [-0.3, 0.0, 0.1], [0.1, 0.0, 0.1], [-0.3, 0.4, -0.5], [0.5, -0.4, -0.3], [-0.7, -0.2, 0.4], [0.3, -0.5, -0.9], [-0.6, 0.2, 0.1], [0.5, 0.1, 0.2], [0.4, 0.5, 0.6], [0.0, 0.0, 0.0], [0.0, -0.1, 0.3], [-0.1, 0.1, 0.2], [0.0, 0.0, 0.0], [-0.6, -0.4, 0.3], [-0.3, 0.7, -0.2], [0.4, -0.5, -0.5], [-1.3, 0.2, -0.3], [0.2, -0.5, 0.1], [0.4, 0.5, 0.2], [0.7, 0.2, 0.6], [0.0, 0.1, 0.0], [0.3, 0.0, -0.1], [0.2, -0.2, 0.1], [-0.1, 0.0, 0.0]]
}

=====

(3)
{
  "formula": "C8H17NSi",
  "method": "the ωB97M-V functional and the def2-TZVPD basis",
  "relative_energy_kcal_mol": 0.0,
  "smiles": "CC(C)(C)[Si](C)(C)CC#N",
  "lumo_energy_ev": 0.584,
  "e_homo_ev": -9.866,
  "symbols": ["C", "C", "C", "C", "Si", "C", "C", "C", "C", "N", "H", "H", "H", "H", "H", "H", "H", "H", "H", "H", "H", "H", "H", "H", "H", "H", "H"],
  "coordinates": [[1.30905, -1.35765, 1.07738], [1.09587, -0.39523, -0.07245], [1.27629, -1.05575, -1.48812], [2.25354, 0.62900, 0.02338], [-0.65146, 0.39445, 0.12130], [-1.07486, 1.62493, 1.49261], [-0.92966, 1.29953, -1.46215], [-1.83742, -1.05814, 0.39955], [-3.15556, -0.78846, -0.10224], [-4.26095, -0.52759, -0.34147], [1.05884, -0.89050, 1.99174], [0.66810, -2.16139, 0.98925], [2.33833, -1.62489, 1.14295], [1.65090, -0.38018, -2.30899], [0.45950, -1.71381, -1.73586], [2.12854, -1.77815, -1.33622], [2.36894, 1.28592, -0.77729], [2.19180, 1.17628, 1.00192], [3.09943, 0.01204, -0.01344], [-0.67986, 1.40818, 2.49949], [-0.64653, 2.61077, 1.41564], [-2.15516, 1.74149, 1.41821], [-1.12502, 0.69331, -2.45929], [-1.90559, 1.85592, -1.33666], [-0.20090, 1.98690, -1.54370], [-1.36758, -1.94421, -0.13033], [-1.90857, -1.04277, 1.53477]],
  "forces_ev_per_angstrom": [[0.4, 1.3, -0.8], [-0.1, 1.4, -0.8], [1.7, -0.6, 1.1], [-1.7, -0.3, 2.2], [0.9, 0.2, -0.7], [1.0, -0.2, 0.4], [-4.8, -2.7, -1.5], [0.8, -0.2, 0.3], [-1.8, 0.3, 0.1], [1.3, -0.2, -0.1], [-0.2, 0.7, 1.2], [-1.0, -2.2, -0.2], [0.8, -0.7, 0.0], [-1.0, -0.5, 0.9], [-0.5, 0.1, -0.6], [-0.5, 0.5, -0.2], [-0.3, 1.4, -1.3], [0.4, -0.3, -0.9], [1.7, -0.7, 0.3], [-0.8, -0.7, -0.1], [0.2, 0.5, -0.9], [-0.1, -0.1, 0.5], [0.8, 1.1, 2.1], [0.9, -0.3, -0.1], [2.7, 2.4, -0.7], [-0.7, 0.7, 1.2], [0.2, -0.9, -1.3]]
}

=====

(4)
{
  "formula": "C4H2KO6",
  "method": "the ωB97M-V functional and the def2-TZVPD basis",
  "charge": 1,
  "lumo_energy_ev": -6.156,
  "e_homo_ev": -14.048,
  "symbols": ["O", "C", "O", "O", "K", "H", "O", "O", "O", "C", "C", "C", "H"],
  "coordinates": [[-3.13937, 1.06669, -0.63565], [-2.03766, 0.80095, -0.98984], [-1.15138, -0.19356, 0.80054], [-1.04171, 0.93780, -1.70722], [-4.00040, 0.43791, 2.14972], [0.97643, 1.33923, -0.26281], [1.35140, -0.72568, -1.34377], [1.90914, -2.01395, 0.32526], [2.73103, 0.00426, -0.10516], [0.95366, 0.24480, -0.36294], [0.37061, -0.50767, 0.83566], [2.36399, -1.15905, -0.55107], [0.71425, -0.23173, 1.84730]],
  "forces_ev_per_angstrom": [[1.9, -1.5, 0.4], [2.2, 2.8, -3.9], [7.8, -2.4, 0.2], [-4.0, -1.5, 3.5], [0.2, -0.1, -0.3], [-0.7, -0.4, -1.4], [-3.8, 1.3, -4.0], [2.5, -0.3, -2.5], [1.8, 1.2, 1.4], [5.0, -3.3, 0.2], [-7.6, 4.7, -0.1], [-5.6, 0.7, 6.7], [0.3, -1.4, -0.3]]
}

=====

(5)
{
  "formula": "C14H34ClN2O12P4ReS",
  "method": "the ωB97M-V functional and the def2-TZVPD basis",
  "relative_energy_kcal_mol": 14.7,
  "charge": 1,
  "spin_multiplicity": 4,
  "lumo_energy_ev": [-1.828, -3.765],
  "e_homo_ev": [-10.777, -11.671],
  "symbols": ["Re", "C", "C", "O", "P", "O", "O", "O", "P", "O", "O", "O", "H", "H", "H", "H", "H", "H", "H", "C", "P", "C", "C", "C", "P", "C", "C", "H", "H", "H", "H", "H", "H", "H", "H", "H", "H", "H", "H", "H", "H", "H", "H", "C", "N", "C", "C", "N", "H", "H", "H", "H", "H", "H", "Cl", "C", "C", "O", "O", "H", "H", "C", "S", "O", "O", "O", "H", "H", "H"],
  "coordinates": [[0.28738, 0.21396, -0.30096], [0.85171, 2.21061, 4.91096], [1.40675, 1.08522, 4.05708], [2.16821, 0.22169, 4.86323], [0.07015, 0.21224, 3.12374], [-1.23469, 0.37232, 3.95153], [0.62798, -1.26086, 3.19108], [0.05218, 0.89251, 1.76600], [2.52764, 1.74145, 2.73164], [3.89267, 2.08291, 3.49506], [2.93659, 0.32694, 2.08917], [2.16561, 2.80594, 1.78618], [0.20447, 1.78655, 5.67587], [0.27381, 2.90578, 4.30110], [1.66801, 2.74203, 5.40013], [2.38304, -0.58216, 4.36974], [-1.99834, 0.65098, 3.36622], [0.08484, -1.87036, 2.66332], [3.93980, 2.99740, 3.80965], [-0.59062, 3.65949, 0.25115], [0.45430, 2.58162, -0.75794], [2.04946, 3.41639, -1.01985], [-0.27964, 2.66455, -2.45103], [0.47446, 1.69714, -3.36778], [0.34651, -0.00557, -2.68815], [-1.19074, -0.67469, -3.37381], [1.68774, -0.95291, -3.46610], [-0.86508, 4.55078, -0.31245], [-0.03079, 3.92662, 1.14356], [-1.48301, 3.10438, 0.54067], [1.91711, 4.24860, -1.71097], [2.76984, 2.70527, -1.42310], [2.41444, 3.77433, -0.06271], [-0.22692, 3.68651, -2.83026], [-1.33152, 2.37856, -2.36696], [1.53451, 1.96013, -3.40292], [0.08326, 1.71978, -4.38622], [-1.15945, -0.60936, -4.46138], [-2.04199, -0.11953, -2.98274], [-1.27584, -1.71622, -3.06331], [1.98348, -0.47654, -4.39990], [1.34672, -1.96925, -3.66091], [2.53356, -0.99153, -2.78113], [4.65145, -0.90274, -0.83289], [4.39852, -0.26853, 0.45168], [5.51618, -0.09270, 1.36336], [3.13220, 0.05670, 0.74412], [2.18758, 0.04636, -0.11624], [5.57413, -1.47424, -0.76433], [4.74419, -0.15968, -1.62984], [3.82339, -1.57226, -1.05789], [5.84621, -1.05001, 1.77290], [5.23292, 0.55768, 2.18294], [6.34671, 0.36358, 0.82430], [-0.64824, -4.33463, -2.25782], [0.06533, -4.25045, -0.62992], [0.72489, -2.87822, -0.42982], [1.89257, -2.81545, -0.09078], [-0.09175, -1.89404, -0.66553], [0.80648, -5.03546, -0.53579], [-0.73875, -4.38666, 0.09062], [-3.88974, -1.12782, 0.01230], [-2.52835, -0.22216, 0.70760], [-3.08903, 0.75953, 1.62262], [-1.71381, -1.23192, 1.36300], [-1.83650, 0.42360, -0.44564], [-4.38130, -1.62903, 0.84214], [-3.48803, -1.85210, -0.69327], [-4.57182, -0.43536, -0.47414]],
  "forces_ev_per_angstrom": [[1.0, -1.1, 0.2], [0.0, 0.0, 0.0], [-0.1, 0.0, -0.5], [-0.1, 0.0, 0.1], [1.3, 0.9, 0.1], [-1.0, 0.2, -0.9], [-0.7, 0.1, -0.4], [-0.3, -0.9, 0.1], [1.0, 0.1, 0.0], [-0.3, 0.0, 0.2], [0.0, 0.1, 0.2], [-0.5, -0.1, 0.4], [0.0, 0.0, 0.0], [0.0, 0.0, 0.0], [0.0, 0.0, 0.0], [0.0, 0.0, 0.1], [0.3, -0.4, 0.4], [0.0, -0.2, 0.0], [0.0, -0.1, -0.1], [0.1, -0.2, 0.0], [-0.3, 0.7, -0.8], [-0.1, -0.2, 0.1], [0.0, -0.1, 0.2], [-0.1, -0.1, 0.1], [-0.1, 0.3, -0.6], [0.1, 0.0, 0.1], [-0.1, 0.0, 0.3], [0.0, 0.0, 0.0], [0.0, 0.0, 0.1], [0.0, 0.0, 0.0], [-0.1, 0.0, 0.0], [0.0, 0.0, 0.0], [0.0, 0.0, -0.1], [0.0, 0.0, 0.0], [0.0, 0.1, 0.0], [0.0, 0.0, -0.1], [0.1, 0.0, 0.0], [0.0, 0.0, 0.0], [0.0, 0.0, 0.0], [0.0, 0.0, 0.0], [0.0, 0.0, 0.0], [0.0, 0.0, 0.0], [0.0, 0.0, -0.1], [-0.1, 0.1, 0.0], [-0.2, -0.1, 0.1], [0.0, 0.0, 0.1], [0.1, 0.0, -0.7], [-0.3, 0.2, 0.4], [0.0, 0.0, 0.0], [0.1, 0.0, 0.0], [0.1, -0.1, 0.0], [0.0, 0.0, -0.1], [0.1, 0.0, 0.0], [0.0, 0.0, 0.0], [-0.1, -0.1, -0.2], [0.1, 0.4, 0.1], [0.2, -0.6, -0.1], [-0.3, 0.1, 0.1], [0.3, 1.1, 0.3], [0.0, 0.0, 0.0], [0.0, 0.0, 0.0], [0.3, 0.3, -0.1], [-2.3, -0.9, 1.4], [0.5, 0.1, -0.1], [0.5, 0.1, 0.2], [0.6, 0.1, -0.4], [0.0, 0.0, 0.0], [0.0, 0.0, 0.0], [0.0, 0.0, 0.0]]
}